# 1
Entry from the Open Molecules 2025 dataset: a molecular structure, C30H48Cl2N3O7PdSi (wB97M-V/def2-TZVPD).

CARTESIAN COORDINATES (ANGSTROEM)
C 2.7710 -2.6617 -3.0985
C 2.2498 -1.9188 -4.2881
H 2.4259 -3.7087 -3.1270
H 2.4077 -2.2091 -2.1669
H 3.8758 -2.6878 -3.0792
C 2.3189 -2.4553 -5.5186
C 2.8745 -3.7996 -5.8015
H 1.9678 -1.9036 -6.3784
H 2.4509 -4.5849 -5.1704
H 3.9579 -3.8287 -5.6775
H 2.6761 -4.0794 -6.8347
Pd 0.2586 1.1418 -0.9786
Cl 2.4319 1.9746 -1.0311
C -0.4183 3.1235 0.7505
O -0.8613 1.9921 1.0443
N -1.1608 4.1517 0.2680
C -2.6055 4.0389 0.1181
C -0.4855 5.2302 -0.4205
H 0.6368 3.3888 0.9011
H -3.0375 3.6683 1.0558
H -2.8912 3.3691 -0.7114
H -3.0111 5.0365 -0.0989
H 0.4645 5.4185 0.0828
H -1.0998 6.1340 -0.3989
H -0.2714 4.9887 -1.4719
H -2.4355 1.9176 4.5609
H -1.0254 0.6731 6.7976
C -2.7185 0.8573 4.5036
C -1.3429 -0.2435 6.2684
N -1.5977 0.0140 4.8630
H -3.0130 0.6175 3.4809
C -0.8270 -0.5666 3.9103
O -1.0574 -0.5574 2.6996
H -0.5331 -0.9887 6.3507
H 0.0562 -1.0785 4.3378
H -3.5512 0.6823 5.1963
H -2.2436 -0.6404 6.7733
H 0.1514 -4.9113 2.7343
H -0.3377 -4.0141 -0.0316
C -0.8589 -5.2792 2.5112
C -1.2679 -4.5721 0.1893
N -1.5553 -4.4079 1.5896
H -1.4399 -5.3042 3.4330
C -2.3243 -3.3759 2.0423
O -3.0087 -2.6344 1.3672
H -2.0541 -4.1732 -0.4702
H -2.2321 -3.2745 3.1407
H -0.7707 -6.2749 2.0680
H -1.0518 -5.6262 -0.0430
O 0.8662 -0.3692 -2.9009
C 1.7745 -0.5043 -4.0087
C 0.2120 -0.3163 -6.0463
C 1.1817 0.2281 -5.1943
H -0.1039 -1.3710 -5.9226
C -0.3278 0.4707 -7.0763
H 2.6525 0.0578 -3.6567
C 1.6142 1.5407 -5.3703
H -1.0787 0.0266 -7.7335
C 0.1164 1.7834 -7.2508
C 1.0919 2.3077 -6.4116
H 2.3633 1.9040 -4.6605
H -0.2926 2.3718 -8.0629
H 1.4823 3.3184 -6.5501
Si -0.7501 -0.6821 -2.0758
Cl 0.1027 -2.2194 -1.0732
C -1.8940 -0.9570 -3.5270
C -0.9120 1.5980 -2.5046
C -2.2326 -0.6214 -0.8577
H -1.8076 -0.2005 -4.3273
H -2.9484 -0.9362 -3.1981
H -1.6998 -1.9457 -3.9730
H -2.5865 -1.6511 -0.6940
H -3.0853 -0.0567 -1.2540
H -2.0074 -0.2238 0.1407
H -0.7918 1.3862 -3.5897
H -0.1416 2.4175 -2.3503
H -1.9112 1.9631 -2.2136
O 0.1378 2.6355 4.8065
C 1.0696 2.2348 5.5671
C 1.0986 2.5316 6.9762
C 2.0801 2.0121 7.7973
C 3.0786 1.1786 7.2794
C 3.0922 0.8703 5.9226
C 2.1519 1.3851 5.0592
C 2.2251 0.9718 3.6483
O 2.9690 0.0723 3.2778
O 1.4518 1.6113 2.7814
H 0.7779 2.1176 3.3384
H 0.3148 3.1728 7.3757
H 2.0847 2.2513 8.8576
H 3.8580 0.7640 7.9162
H 3.8374 0.2138 5.4976

Computed properties:
⟨S²⟩ = 2.01
Net charge = -1
Multiplicity = 3
Strongest force on any atom = 3.30 eV/Å
Energy relative to the best compared isomer or geometry (same formula, charge and spin) = 111.39 kcal/mol

# 2
Entry from the Open Molecules 2025 dataset: 18 unconnected molecules or ions with the total composition C30H48Cl34N2O3 (wB97M-V/def2-TZVPD).

CARTESIAN COORDINATES (ANGSTROEM)
C -2.6893 3.9251 1.8914
C -1.8804 2.9937 0.8667
C -2.4204 3.3597 -0.5706
N -1.7175 2.7069 -1.7123
C -1.1733 1.4205 -1.3761
C 0.3215 1.2148 -1.3637
C 0.9395 -0.1059 -1.0597
N 2.3876 -0.3501 -1.0761
C 0.0568 -1.2498 -0.7378
C -1.4046 -1.0887 -0.7405
C -2.0158 0.2418 -1.0702
C -3.5733 0.3071 -1.0917
O -4.1918 1.2027 -1.6424
C -4.4467 -0.8308 -0.4329
O -5.7827 -0.5396 -0.1961
C -3.8513 -2.0312 -0.1446
C -2.3354 -2.2831 -0.4054
O -1.8660 -3.4104 -0.3117
H -3.7060 4.1522 1.4416
H -2.1817 4.9242 2.0091
H -2.8897 3.4199 2.8720
H -2.1267 1.9404 1.1663
H -0.7706 3.1814 0.9788
H -2.2490 4.4755 -0.6939
H -3.5319 3.2184 -0.5671
H -0.9161 3.3157 -1.9279
H 1.0444 2.0426 -1.6025
H 2.6715 -0.8834 -0.2418
H 2.5734 -0.9789 -1.8712
H 0.4528 -2.2664 -0.4853
H -6.3630 -1.0029 -0.8283
H -4.4773 -2.8374 0.3112
C 3.9324 2.3936 -3.3054
Cl 3.1523 3.5332 -2.1993
Cl 2.9750 2.1569 -4.7663
H 4.9072 2.7799 -3.5764
H 4.0462 1.4375 -2.8036
C 4.9763 0.3931 0.9742
Cl 6.1118 0.9473 2.2119
Cl 4.4212 -1.2564 1.3098
H 4.1172 1.0608 0.9542
H 5.4736 0.4014 0.0018
C 7.1575 -0.4387 -2.4037
Cl 5.4992 -0.3878 -1.7737
Cl 8.1428 0.8656 -1.7246
H 7.6066 -1.3928 -2.1406
H 7.1252 -0.3311 -3.4850
C 2.2400 3.3570 -8.8604
Cl 3.3843 3.9833 -7.6690
Cl 1.7586 1.6991 -8.4789
H 1.3553 3.9884 -8.8646
H 2.7088 3.3709 -9.8408
C 4.6673 1.8944 5.3802
Cl 4.2501 3.3008 6.3670
Cl 3.4295 1.5762 4.1608
H 5.6146 2.0839 4.8790
H 4.7578 1.0244 6.0259
C -1.6201 -5.3415 2.2146
Cl -0.4793 -5.8048 3.4831
Cl -3.0942 -4.6446 2.8994
H -1.1510 -4.6060 1.5673
H -1.8838 -6.2250 1.6387
C -1.3796 4.4169 -5.0167
Cl -0.5682 5.1159 -3.6064
Cl -0.7058 2.8416 -5.4217
H -2.4369 4.2965 -4.7940
H -1.2538 5.0894 -5.8612
C -0.2111 -9.7313 2.3296
Cl -0.0859 -8.2214 1.4245
Cl 1.0238 -10.8917 1.8229
H -0.0812 -9.5180 3.3861
H -1.1927 -10.1643 2.1583
C -0.2944 4.5631 4.5605
Cl -0.0428 6.0692 3.6637
Cl 0.9070 3.3474 4.1177
H -0.2106 4.7686 5.6195
H -1.2856 4.1805 4.3355
C -3.1883 -1.1801 -4.5463
Cl -2.0418 -0.5894 -3.3299
Cl -3.6856 -2.8425 -4.2017
H -4.0678 -0.5402 -4.5401
H -2.7170 -1.1494 -5.5257
C -6.8285 2.9012 1.9938
Cl -5.6397 1.9299 2.8701
Cl -6.0446 4.0379 0.8901
H -7.4690 2.2379 1.4182
H -7.4239 3.4606 2.7107
C -5.7811 -6.8628 1.4583
Cl -5.6586 -5.3588 0.5399
Cl -4.5340 -8.0167 0.9697
H -5.6597 -6.6397 2.5156
H -6.7587 -7.3042 1.2829
C 8.7584 3.8115 -4.2422
Cl 7.1186 3.8220 -3.5820
Cl 9.7210 5.1430 -3.5931
H 9.2362 2.8705 -3.9806
H 8.7030 3.9105 -5.3232
C -5.6425 -2.3233 -7.8723
Cl -6.3689 -1.8758 -6.3249
Cl -4.1196 -1.4662 -8.1414
H -5.4495 -3.3930 -7.8740
H -6.3340 -2.0709 -8.6718
C 8.2556 4.1257 6.1561
Cl 7.8027 2.9261 4.9375
Cl 7.7382 3.6304 7.7711
H 9.3365 4.2388 6.1523
H 7.7834 5.0730 5.9092
C -0.9943 2.2217 7.4812
Cl -1.0082 3.9679 7.7549
Cl -1.3785 1.8004 5.8024
H -0.0063 1.8370 7.7212
H -1.7355 1.7658 8.1322
C -2.7995 -10.0405 5.5028
Cl -2.6487 -8.5311 4.5906
Cl -1.5794 -11.2237 5.0152
H -2.6750 -9.8247 6.5607
H -3.7858 -10.4611 5.3255

Computed properties:
Strongest force on any atom = 2.98 eV/Å

# 3
Entry from the Open Molecules 2025 dataset: 9 unconnected molecules or ions with the total composition C30H48Cl6F3N6O2 (wB97M-V/def2-TZVPD).

CARTESIAN COORDINATES (ANGSTROEM)
C 0.0430 1.1314 0.7237
O 0.6961 0.0052 1.3553
O -0.2751 2.0698 1.5350
C 0.9516 1.4832 -0.4477
F 0.5996 2.6385 -1.0464
F 2.1938 1.6159 -0.0598
F 0.9156 0.4114 -1.3597
C 0.5431 -1.3156 0.8898
C 1.1455 -2.2018 1.9050
H 0.7490 -3.2345 1.6459
H 2.1914 -2.3792 1.8087
H 0.9079 -1.8654 2.9094
H 0.9476 -1.5575 -0.0793
H -0.5671 -1.5494 0.8022
H -0.8943 0.6651 0.2799
C 0.7612 5.6761 1.0721
Cl -0.7341 6.3255 0.4627
Cl 1.0615 6.1913 2.7688
Cl 2.0545 6.3230 0.1061
H 0.6798 4.5786 1.0925
C -3.0206 2.6525 2.3559
Cl -3.6467 1.5141 3.6051
Cl -2.5003 4.1065 3.1186
Cl -4.2751 3.1023 1.1666
H -2.1890 2.1855 1.8286
N 1.1904 0.9728 -6.2048
C 2.0412 0.8085 -5.1874
C 2.6612 1.9650 -4.9215
C 2.0791 2.9630 -5.6922
C 1.1544 2.3841 -6.4646
H 0.3981 0.3866 -6.3489
H 2.1701 -0.1305 -4.7192
H 3.4015 2.1570 -4.1672
H 2.3169 4.0314 -5.7189
H 0.5750 2.8543 -7.2887
C -4.0071 -2.6891 3.3013
C -2.9723 -3.6140 2.6937
C -2.7863 -3.7166 1.1385
C -3.9861 -4.2906 0.5106
N -4.9954 -4.6892 0.0939
H -3.8921 -1.7014 2.8332
H -3.7831 -2.5184 4.3425
H -5.0460 -2.9408 3.2489
H -3.1522 -4.6086 3.0983
H -1.9970 -3.3009 3.1102
H -1.9303 -4.4053 0.9289
H -2.4539 -2.7343 0.7310
C 0.5649 1.8207 5.1652
C 1.5731 1.7267 3.9934
C 2.9954 1.8788 4.5390
C 3.2128 1.0314 5.7062
N 3.2803 0.2727 6.5461
H 0.5075 2.7383 5.7472
H 0.6068 0.9866 5.8342
H -0.4528 1.7051 4.6880
H 1.3351 2.5926 3.3114
H 1.4223 0.9017 3.3624
H 3.2011 2.8890 4.7994
H 3.7326 1.5056 3.8178
C 5.3213 0.7513 1.2883
C 4.8247 -0.6875 1.3938
C 5.7820 -1.5469 2.2825
C 5.4477 -2.9664 2.1277
N 5.1143 -4.0476 1.9960
H 5.7752 1.1287 2.2343
H 4.4961 1.4039 1.1011
H 6.0930 0.8837 0.5068
H 4.6998 -1.0878 0.4214
H 3.8326 -0.7253 1.8886
H 5.6839 -1.2398 3.3457
H 6.8163 -1.4517 1.9117
C -2.5827 2.5987 -2.3482
C -2.5023 1.7551 -3.5722
C -1.3258 0.7822 -3.4440
C -1.3703 -0.2475 -4.4935
N -1.3631 -1.0097 -5.3496
H -2.6754 2.0342 -1.4451
H -3.4193 3.3141 -2.3430
H -1.6659 3.2658 -2.3911
H -2.4698 2.3815 -4.4658
H -3.3903 1.1452 -3.5726
H -1.3711 0.1687 -2.5345
H -0.3449 1.2287 -3.4145
C -4.1537 -4.5697 -3.4538
C -2.9647 -3.6988 -3.8116
C -2.0913 -3.2761 -2.5713
C -2.5653 -2.1549 -1.7491
N -3.0762 -1.3258 -1.0940
H -3.7544 -5.5309 -3.0302
H -4.6582 -4.9259 -4.3949
H -4.8192 -4.0795 -2.7680
H -3.2824 -2.7455 -4.3200
H -2.2703 -4.2022 -4.5010
H -1.0508 -3.0766 -2.8471
H -2.0235 -4.0504 -1.8495

Computed properties:
Net charge = -1
Strongest force on any atom = 3.39 eV/Å

# 4
Entry from the Open Molecules 2025 dataset: a molecular structure, C30H48CrN3O2P2 (wB97M-V/def2-TZVPD).

CARTESIAN COORDINATES (ANGSTROEM)
Cr -0.3191 -0.7582 -0.7038
C -0.2684 3.0090 -2.6371
C 0.8858 2.2938 -1.9287
C 2.2098 3.0277 -2.1453
P 0.8968 0.4583 -2.3045
C 0.6823 0.2977 -4.1417
C 1.5128 1.1603 -5.0908
C 0.7964 -1.1925 -4.4860
C 2.5936 0.0872 -1.7974
C 3.7221 0.0850 -2.6053
C 4.9950 0.1579 -2.0615
C 5.1199 0.3260 -0.6880
C 4.0127 0.2713 0.1349
C 2.7178 0.0359 -0.3799
N 1.5936 -0.1437 0.3897
C 1.7179 -0.5447 1.7185
C 2.7418 -1.3971 2.1849
C 2.7944 -1.8289 3.4977
C 1.8322 -1.4294 4.4145
C 0.8060 -0.6023 3.9806
C 0.7301 -0.1619 2.6656
P -0.5959 0.8848 1.9760
C 0.2186 2.5499 2.3188
C -0.4390 3.6770 1.5161
C 0.3536 2.9228 3.7906
C -1.9549 0.8018 3.2768
C -3.0694 1.7667 2.8655
C -2.5233 -0.6140 3.3781
H -0.4767 3.9582 -2.1381
H -0.0244 3.2235 -3.6791
H -1.1745 2.4056 -2.6104
H 0.6759 2.2818 -0.8543
H 2.6158 2.8651 -3.1439
H 2.0474 4.1011 -2.0165
H 2.9641 2.7103 -1.4265
H -0.3678 0.5883 -4.2683
H 2.5682 0.9024 -5.0650
H 1.1608 0.9925 -6.1114
H 1.4137 2.2220 -4.8737
H 1.8150 -1.5503 -4.3240
H 0.1308 -1.7816 -3.8531
H 0.5293 -1.3617 -5.5309
H 3.6197 0.0297 -3.6789
H 5.8670 0.1453 -2.7019
H 6.0981 0.4941 -0.2535
H 4.1304 0.4184 1.1998
H 3.5010 -1.7391 1.4947
H 3.6008 -2.4840 3.8073
H 1.8900 -1.7427 5.4494
H 0.0596 -0.2810 4.6986
H 1.2227 2.3914 1.9093
H -1.3761 3.9963 1.9752
H 0.2195 4.5484 1.4699
H -0.6581 3.3526 0.4973
H -0.6184 3.1674 4.2248
H 0.8003 2.1110 4.3658
H 0.9945 3.8017 3.8994
H -1.5704 1.0994 4.2561
H -3.3657 1.5897 1.8287
H -3.9481 1.6239 3.4994
H -2.7587 2.8074 2.9556
H -2.8001 -0.9917 2.3946
H -1.7946 -1.3008 3.8076
H -3.4104 -0.6191 4.0170
N -3.8163 1.7567 -1.3995
C -2.9012 0.8134 -1.0875
O -1.7644 1.1312 -0.7372
C -3.2780 -0.6281 -1.1893
C -2.0562 -1.3611 -1.7678
H -3.5495 2.7258 -1.3557
H -4.7376 1.5177 -1.7137
H -4.1999 -0.7544 -1.7679
H -3.4659 -0.9931 -0.1734
H -2.0016 -1.1123 -2.8377
H -2.2523 -2.4360 -1.7196
N -0.1952 -3.5853 2.2455
C -0.1145 -2.9016 1.0929
O -0.8705 -1.9424 0.8710
C 0.8888 -3.3352 0.0679
C 0.6328 -2.5589 -1.2278
H -0.7345 -3.1809 2.9932
H 0.5633 -4.1943 2.4974
H 0.8295 -4.4219 -0.0503
H 1.8797 -3.1074 0.4654
H 0.0014 -3.1695 -1.8796
H 1.5808 -2.4242 -1.7556

Computed properties:
⟨S²⟩ = 3.83
Multiplicity = 4
Strongest force on any atom = 1.33 eV/Å
Energy relative to the best compared isomer or geometry (same formula, charge and spin) = 0.00 kcal/mol

# 5
Entry from the Open Molecules 2025 dataset: a molecular structure, C30H48FeP2 (wB97M-V/def2-TZVPD).

CARTESIAN COORDINATES (ANGSTROEM)
Fe 0.2422 -0.3687 0.7909
C -0.7737 -2.0623 1.7978
C 0.5251 -2.4445 1.2799
C 0.8449 -0.8544 2.9512
C -0.5609 -1.0406 2.7958
C 1.5168 -1.6993 2.0046
C -2.0144 -2.9043 1.7840
H -1.9142 -3.7885 1.1456
H -2.8973 -2.3243 1.4814
H -2.1915 -3.2653 2.8092
C -1.6494 -0.5262 3.6742
H -2.4620 -1.2522 3.7699
H -2.0781 0.3996 3.2746
H -1.2712 -0.3106 4.6796
C 1.5501 -0.1685 4.0765
H 0.8912 -0.0501 4.9402
H 1.9325 0.8194 3.7898
H 2.4129 -0.7614 4.4033
C 2.9874 -1.9745 2.0619
H 3.2334 -2.3216 3.0750
H 3.5824 -1.0689 1.8689
H 3.2882 -2.7605 1.3599
C 0.8118 -3.6435 0.4411
H 0.9426 -4.5153 1.1048
H 1.7364 -3.5273 -0.1382
H -0.0088 -3.8675 -0.2503
C -1.1616 1.2075 -3.1454
C -1.6466 -0.0475 -3.3110
C -1.2255 -0.9622 -4.4183
C 0.2999 -1.0033 -4.7212
C 1.2018 -0.7003 -3.5709
C 1.6962 0.5304 -3.2910
C 1.2133 1.8054 -3.8876
C -0.3175 1.8858 -4.1673
H -1.7471 -0.6907 -5.3516
H 0.5131 -0.3115 -5.5481
H -1.5661 -1.9792 -4.1810
H -0.5137 1.4679 -5.1642
H -1.5493 1.8738 -2.3756
H -2.6169 -0.3128 -2.8864
H -0.5798 2.9587 -4.1989
H 1.4830 2.6400 -3.2196
H 2.6951 0.6265 -2.8611
H 1.7371 2.0085 -4.8399
H 0.5228 -2.0233 -5.0810
H 1.6411 -1.5917 -3.1221
P -1.6313 -0.5974 -0.2846
C -2.9248 0.6610 -0.3756
C -2.1388 -2.0872 -1.2317
P 2.1062 -0.0378 -0.2810
C 0.0941 -0.1731 -1.0397
C 3.1755 -1.2665 -1.0582
C 2.8713 1.5987 -0.5634
H -2.6722 1.4908 0.2992
H -3.8712 0.2174 -0.0330
H -3.0550 1.0458 -1.3898
H -1.5225 -2.1682 -2.1285
H -3.1972 -2.0035 -1.5165
H -2.0316 -3.0010 -0.6455
H 2.4729 2.1147 -1.4464
H 3.9560 1.4413 -0.6699
H 2.7005 2.2247 0.3180
H 0.0844 0.8404 -1.4413
H 0.2429 -0.9326 -1.8063
H 3.9543 -1.5331 -0.3369
H 3.6552 -0.8689 -1.9537
H 2.6348 -2.1829 -1.3152
C 0.3301 1.6101 1.3296
C -0.5789 2.4657 2.1576
C -1.3427 3.4831 1.5410
C -2.0412 4.4051 2.3186
C -2.0645 4.2928 3.7125
C -1.3524 3.2616 4.3313
C -0.5806 2.3879 3.5625
H 0.4940 2.1480 0.3881
H 1.2968 1.4861 1.8585
H -1.3235 3.5655 0.4556
H -2.5667 5.2257 1.8295
H -2.6083 5.0161 4.3191
H -1.3669 3.1285 5.4115
H 0.0456 1.6406 4.0553

Computed properties:
⟨S²⟩ = 8.84
Net charge = +1
Multiplicity = 6
Strongest force on any atom = 4.51 eV/Å
Energy relative to the best compared isomer or geometry (same formula, charge and spin) = 93.12 kcal/mol

Number 1: electronic energy -3200.65611 Eh. Number 2: electronic energy -17153.48955 Eh. Number 3: electronic energy -4711.66493 Eh. Number 4: electronic energy -3213.92016 Eh. Number 5: electronic energy -3117.81457 Eh.